No. 1
# C3H10NO2

A 2-piece molecular cluster, C3H10NO2 overall (wB97M-V/def2-TZVPD, OMol25).

Structure (XYZ):
```
16
Properties=species:S:1:pos:R:3:forces:R:3
O 2.443 0.973 0.500 0.094 -0.985 -0.547
O -0.733 -2.501 1.711 -0.711 -0.725 0.645
N 0.351 -0.747 -0.052 0.544 0.019 -2.614
C 0.032 0.696 -0.203 0.812 2.655 0.617
C 1.435 1.482 0.136 -2.610 0.567 0.564
C -0.729 1.289 -1.435 0.846 -0.354 -0.840
H -0.043 1.185 -2.288 -0.592 -0.105 -0.213
H -1.471 -3.062 1.426 0.117 0.254 -0.602
H 1.375 -0.759 -0.133 0.424 -0.226 0.809
H 0.033 -1.228 0.806 -0.254 -0.150 -0.024
H -1.015 2.387 -1.442 0.737 -1.254 0.914
H -0.747 -2.753 2.648 0.587 0.477 0.046
H -1.679 0.770 -1.608 0.356 -0.130 -0.037
H 0.107 -1.293 -0.901 -0.492 0.185 0.750
H 1.258 2.572 0.233 0.199 -0.110 -0.464
H -0.617 0.987 0.600 -0.057 -0.117 0.996
```
Forces are in eV/Å.

- gap between HOMO and LUMO (eV) = 11.243
- molecular weight (g mol⁻¹) = 92.118
- maximum force (eV/A) = 2.8
- total charge = +1
- energy relative to the best compared isomer or geometry (same formula, charge and spin) (eV) = 1.364
- spin multiplicity = 1

---

No. 2
# C3H10NO2

A 2-piece molecular cluster, C3H10NO2 overall (wB97M-V/def2-TZVPD, OMol25).

Structure (XYZ):
```
16
Properties=species:S:1:pos:R:3:forces:R:3
O 1.945 2.033 -1.293 -1.145 -1.614 1.071
O -0.104 -2.140 1.302 -4.755 1.860 1.361
N 0.790 -0.088 -0.090 -2.168 -1.398 -1.341
C -1.162 -1.447 1.531 4.607 -0.209 -0.734
C -1.674 -0.473 0.510 1.814 1.177 -1.565
C -0.651 -0.435 -0.687 1.238 2.169 1.273
H 1.110 0.533 -0.864 1.775 0.107 0.425
H 2.698 2.027 -0.711 0.725 0.389 0.102
H -1.770 0.628 0.830 0.035 -1.720 0.661
H -0.433 -1.377 -1.152 -0.658 -0.220 -0.939
H -2.689 -0.791 0.348 -0.866 -0.288 -0.690
H 2.091 2.659 -1.974 0.334 1.042 -1.144
H -0.691 0.533 -1.299 -1.230 -2.012 0.201
H 0.715 0.403 0.746 -0.284 2.239 1.672
H 1.291 -0.894 0.260 0.946 -0.433 -1.253
H -1.464 -1.171 2.544 -0.366 -1.089 0.901
```
Forces are in eV/Å.

- gap between HOMO and LUMO (alpha / beta) (eV) = 8.098 / 5.185
- molecular weight (g mol⁻¹) = 92.118
- maximum force (eV/A) = 5.3
- total charge = +2
- energy relative to the best compared isomer or geometry (same formula, charge and spin) (eV) = 2.063
- spin multiplicity = 2

---

No. 3
# C3H10NO2P

A 2-piece molecular cluster, C3H10NO2P overall (wB97M-V/def2-TZVPD, OMol25).

Structure (XYZ):
```
17
Properties=species:S:1:pos:R:3:forces:R:3
P 0.273 -1.170 0.319 0.213 2.372 -0.160
O 0.769 -0.792 1.812 -1.612 -0.177 -1.071
O 0.774 1.514 -0.493 0.330 -1.699 1.545
N -1.368 -0.991 0.464 1.361 -1.684 -0.572
C 0.710 1.876 -1.781 -1.599 -1.930 -2.608
C 1.849 0.116 2.031 -1.685 2.117 2.802
C -2.209 -1.549 -0.652 0.988 -0.079 3.208
H 1.099 1.104 -2.592 0.063 0.907 1.373
H 1.248 2.801 -2.011 -0.162 0.243 0.031
H 2.118 -0.083 3.077 0.477 -0.111 -0.470
H -3.016 -0.951 -0.674 -2.937 2.207 -0.290
H 1.574 1.232 2.020 -0.101 -1.848 -0.558
H 2.573 -0.080 1.341 2.275 -0.274 -1.595
H -0.390 1.893 -2.153 1.137 0.763 0.336
H -1.747 -1.444 -1.549 1.819 0.401 -2.503
H -1.659 -0.947 1.432 -0.722 0.185 -0.210
H -2.597 -2.530 -0.590 0.155 -1.395 0.743
```
Forces are in eV/Å.

- gap between HOMO and LUMO (alpha / beta) (eV) = 6.896 / 6.002
- molecular weight (g mol⁻¹) = 123.092
- maximum force (eV/A) = 3.9
- energy relative to the best compared isomer or geometry (same formula, charge and spin) (eV) = 6.562
- spin multiplicity = 1

---

No. 4
# C3H10NO2P

One molecule with the formula C3H10NO2P (wB97M-V/def2-TZVPD, OMol25).

Structure (XYZ):
```
17
Properties=species:S:1:pos:R:3:forces:R:3
P -0.086 0.000 -0.625 -1.258 0.231 1.134
O 0.491 -1.254 0.223 -0.409 0.827 0.291
O 0.772 1.153 0.174 -1.795 -0.447 0.441
N -1.589 0.191 0.279 2.441 -1.355 2.205
C 0.660 -2.565 -0.184 -1.050 -2.780 2.454
C 2.151 1.323 0.116 0.659 -1.748 -1.167
C -2.448 1.222 -0.133 0.591 1.435 -1.330
H 2.396 1.322 -0.970 0.532 0.565 0.607
H -3.235 1.488 0.508 -0.954 -0.136 1.406
H 2.716 0.404 0.536 -0.785 1.715 -0.101
H -2.920 0.882 -1.019 -0.479 0.223 -1.278
H -1.876 2.143 -0.278 -0.317 0.351 -0.451
H 2.266 2.280 0.614 1.014 -0.129 -0.003
H -1.374 0.318 1.311 0.002 -0.536 -1.662
H -0.191 -3.351 0.228 1.513 2.254 -1.155
H 0.753 -2.709 -1.254 0.350 0.022 -0.090
H 1.513 -2.847 0.474 -0.055 -0.493 -1.303
```
Forces are in eV/Å.

- SMILES = CNP(OC)OC
- gap between HOMO and LUMO (eV) = 10.067
- molecular weight (g mol⁻¹) = 123.092
- maximum force (eV/A) = 3.9
- energy relative to the best compared isomer or geometry (same formula, charge and spin) (eV) = 3.414
- spin multiplicity = 1

---

No. 5
# C3H10NO2PS

C3H10NO2PS as an isolated structure (wB97M-V/def2-TZVPD, OMol25).

Structure (XYZ):
```
18
Properties=species:S:1:pos:R:3:forces:R:3
S 2.667 -0.402 -0.315 -0.302 -0.158 0.362
P 0.812 -0.847 -0.272 1.037 1.638 2.497
O 0.494 -2.370 -0.468 -2.608 -1.022 1.857
O -0.152 -0.222 1.660 0.377 -2.385 -3.783
N -0.116 0.002 -1.282 -2.207 -1.447 -1.354
C 0.808 0.443 2.374 -1.151 1.239 1.420
C -0.098 1.408 -1.027 0.322 0.862 0.710
C -1.510 -0.528 -1.496 0.697 -1.060 4.126
H 1.738 -0.041 2.397 1.485 -0.865 0.258
H 0.427 0.584 3.432 0.425 -0.161 -0.946
H -1.874 -0.179 -2.430 -0.524 0.000 -0.648
H -0.490 1.504 -0.019 -0.282 0.707 0.260
H 0.957 1.685 -0.989 -0.216 0.582 -0.304
H -0.708 2.006 -1.720 0.448 -0.429 -0.005
H -1.463 -1.655 -1.318 -0.339 1.550 -1.299
H -0.343 -2.600 0.083 1.979 0.222 -1.172
H 0.972 1.416 1.938 0.271 0.800 0.035
H -2.120 -0.205 -0.548 0.587 -0.072 -2.014
```
Forces are in eV/Å.

- gap between HOMO and LUMO (eV) = 9.533
- molecular weight (g mol⁻¹) = 155.159
- maximum force (eV/A) = 4.5
- energy relative to the best compared isomer or geometry (same formula, charge and spin) (eV) = 2.187
- spin multiplicity = 1

---

No. 6
# C3H10NO2S

A 2-piece molecular cluster, C3H10NO2S overall (wB97M-V/def2-TZVPD, OMol25).

Structure (XYZ):
```
17
Properties=species:S:1:pos:R:3:forces:R:3
S -0.431 2.028 3.004 -0.387 0.001 0.778
O -0.136 -1.391 -1.880 -0.270 0.066 0.432
O 0.915 -3.714 -1.248 -0.096 0.208 -0.709
N -0.174 0.715 -0.792 0.687 -0.664 1.415
C 0.556 -0.598 -1.002 -0.922 -0.068 -2.962
C -0.427 2.078 1.220 0.421 0.127 -0.595
C -0.855 0.796 0.507 -1.096 0.015 -0.992
H -0.815 0.769 -1.575 -0.099 -0.289 0.215
H -1.938 0.747 0.315 -0.021 0.633 0.262
H 1.609 -3.041 -1.243 0.109 -0.290 0.230
H 0.607 2.300 0.952 -0.191 -0.106 -0.306
H 0.424 1.003 3.044 0.077 -0.105 0.212
H -0.775 -0.073 1.173 0.863 -0.033 -0.285
H 0.716 -1.099 -0.035 0.365 0.381 0.315
H 0.270 -3.132 -1.757 0.165 0.042 0.787
H 1.476 -0.315 -1.570 0.448 0.031 1.057
H -1.022 2.928 0.886 -0.054 0.051 0.146
```
Forces are in eV/Å.

- gap between HOMO and LUMO (eV) = 6.172
- molecular weight (g mol⁻¹) = 124.185
- maximum force (eV/A) = 3.1
- total charge = -1
- energy relative to the best compared isomer or geometry (same formula, charge and spin) (eV) = 0.879
- spin multiplicity = 1

---

No. 7
# C3H10NO2S

A 2-piece molecular cluster, C3H10NO2S overall (wB97M-V/def2-TZVPD, OMol25).

Structure (XYZ):
```
17
Properties=species:S:1:pos:R:3:forces:R:3
S -2.992 0.980 0.500 -0.083 0.107 -0.472
O 1.950 -1.431 -0.774 0.221 -0.827 -0.680
O 2.422 0.081 -2.759 -1.219 1.824 -0.877
N 1.075 -0.083 0.878 -1.721 2.236 0.408
C 1.817 -1.344 0.536 -0.452 0.090 -0.853
C -0.342 -0.155 0.418 0.062 -0.973 0.905
C -1.211 1.012 1.037 -0.526 -1.283 0.200
H 1.409 0.846 0.393 0.162 -2.881 0.978
H -0.723 -1.193 0.688 0.184 1.339 0.078
H -0.390 -0.169 -0.684 -0.249 0.438 0.213
H 2.781 -1.266 1.051 0.309 0.008 0.578
H -0.853 1.960 0.641 0.026 0.126 0.204
H -1.335 1.072 2.149 0.952 -0.246 -0.990
H 2.079 -0.188 -1.889 -1.074 -0.525 0.859
H 1.258 -2.298 0.992 0.437 1.816 -0.193
H -3.633 0.284 1.467 0.632 0.067 -0.025
H 3.185 -0.421 -2.631 2.338 -1.315 -0.332
```
Forces are in eV/Å.

- gap between HOMO and LUMO (eV) = 6.320
- molecular weight (g mol⁻¹) = 124.185
- maximum force (eV/A) = 3.0
- total charge = -1
- energy relative to the best compared isomer or geometry (same formula, charge and spin) (eV) = 1.130
- spin multiplicity = 1

---

No. 8
# C3H10NO2S

A 2-piece molecular cluster, C3H10NO2S overall (wB97M-V/def2-TZVPD, OMol25).

Structure (XYZ):
```
17
Properties=species:S:1:pos:R:3:forces:R:3
S 2.962 -1.967 1.085 -0.105 -0.124 0.135
O -1.441 3.393 -1.750 0.628 -0.877 -0.789
O -1.931 0.982 -1.058 0.767 -0.008 0.041
N -0.773 -0.530 0.359 0.759 0.931 0.675
C 1.062 -1.954 1.044 1.977 -0.724 -0.234
C 0.519 -1.070 -0.070 -1.668 -0.443 0.297
C -1.028 0.902 -0.045 -1.141 -0.686 -0.727
H 0.670 -1.743 2.031 0.034 0.619 -0.023
H 1.226 -0.265 -0.254 -0.133 0.181 -0.010
H -1.569 -1.089 0.081 0.161 0.169 -0.359
H -1.534 3.646 -0.843 -0.159 0.363 0.755
H -1.416 1.483 0.826 0.438 -0.312 0.213
H 0.965 -3.042 0.923 -0.495 0.262 -0.345
H 0.372 -1.622 -1.007 0.529 -0.153 0.052
H 3.389 -0.759 0.637 -0.722 -0.185 0.176
H -0.025 1.286 -0.325 0.046 0.181 0.273
H -1.447 2.349 -1.634 -0.918 0.808 -0.129
```
Forces are in eV/Å.

- gap between HOMO and LUMO (eV) = 6.480
- molecular weight (g mol⁻¹) = 124.185
- maximum force (eV/A) = 2.1
- total charge = -1
- energy relative to the best compared isomer or geometry (same formula, charge and spin) (eV) = 0.855
- spin multiplicity = 1